DFT (ωB97M-V/def2-TZVPD) results for a structure of composition C24H72O12S8 in a non-equilibrium geometry.

Computed properties:
* LUMO energy: -0.0039 hartree
* spin multiplicity: 1
* HOMO level: -7.948 eV
* gap between HOMO and LUMO: 0.28815 Ha

```
116
Properties=species:S:1:pos:R:3:forces:R:3:lowdin_charge:R:1
C 4.72880 4.72826 -1.44397 1.1 0.1 -0.3 -0.078
C 3.26828 4.41090 -1.47210 -1.4 -1.8 3.3 -0.268
O 3.00906 3.02867 -1.08426 -1.1 1.2 -5.8 -0.083
H 5.37883 4.18375 -2.15259 -0.8 -0.1 0.0 0.083
H 5.31314 4.63750 -0.49775 -1.2 0.2 -0.3 0.099
H 4.72337 5.73757 -1.79023 0.7 1.2 0.0 0.057
H 2.79497 4.30453 -2.39535 -0.2 1.1 -2.1 0.082
H 2.58213 5.12657 -0.81306 1.9 -1.3 -1.1 0.117
H 3.15721 2.92499 -0.22696 1.0 -0.7 6.4 -0.055
C -4.53315 1.81510 3.12569 0.1 9.9 -5.9 -0.038
C -3.10891 1.98952 2.53328 -4.7 2.9 0.0 -0.292
O -3.38573 3.05306 1.63337 3.6 0.9 -3.3 -0.149
H -4.58064 1.15868 3.72920 -0.5 -9.1 8.0 -0.081
H -5.39774 1.64782 2.35445 2.0 0.7 1.1 0.128
H -4.66067 2.76121 3.75768 -0.6 -1.0 -1.1 0.112
H -3.10589 1.14993 2.03293 1.6 -4.7 -3.0 0.035
H -2.28609 2.15159 3.14396 1.3 0.3 1.5 0.095
H -2.63357 3.09163 0.86252 -2.6 0.1 2.8 0.114
C -5.02669 1.23818 -1.98932 0.1 1.4 1.8 -0.092
C -3.64272 1.26538 -1.33694 -3.3 2.6 1.2 -0.331
O -2.86917 0.22043 -1.75087 2.0 5.7 -5.2 -0.028
H -5.45071 2.29321 -1.92106 -0.3 -1.5 1.3 0.107
H -5.45591 0.36356 -1.51837 -1.5 0.3 -0.3 0.067
H -5.05005 1.23432 -3.02024 0.6 -1.1 -2.5 0.033
H -3.98192 1.39973 -0.16632 1.8 -0.7 -2.5 0.166
H -3.33275 2.23123 -1.71210 1.5 0.2 0.5 0.087
H -2.99179 -0.41610 -1.19377 -0.7 -6.5 5.4 -0.103
C 3.34836 -1.85540 3.96866 -2.9 -4.0 0.8 -0.095
C 2.13996 -0.92139 3.77235 0.4 1.5 0.1 -0.329
O 2.35744 -0.03051 2.65520 5.5 -1.9 2.5 -0.163
H 3.24899 -2.70191 3.13941 1.1 2.0 1.5 0.099
H 3.41924 -2.48295 5.01575 -0.8 1.6 -2.4 0.112
H 4.16219 -1.22262 4.02826 2.2 0.8 -0.7 0.026
H 2.02579 -0.30118 4.73881 -0.3 -0.9 -1.2 0.130
H 1.20317 -1.39358 3.44383 0.0 -0.6 1.1 0.071
H 1.47627 0.35350 2.51591 0.7 0.5 0.0 -0.206
C 1.18093 -1.43657 0.24937 0.5 0.7 1.2 -0.219
S -0.01588 -0.21060 0.78186 -1.3 0.1 -0.2 1.005
O 0.34948 0.31679 2.15178 -5.4 0.8 -2.2 -0.497
C 0.18909 0.95797 -0.60425 5.1 7.6 11.6 -0.141
H 0.73785 -2.25368 -0.24266 -1.1 -0.2 -2.1 0.023
H 1.42142 -2.08709 1.06705 0.4 0.4 1.6 0.063
H 2.15292 -1.10186 -0.12420 -2.4 0.5 0.1 0.002
H -0.25799 0.55717 -1.21293 -7.6 -8.4 -12.0 -0.118
H 1.14676 1.23892 -0.82153 2.7 0.4 -0.6 0.028
H -0.41753 1.89198 -0.64307 0.2 -0.4 1.5 0.081
C -0.38404 3.87177 -2.76121 -4.9 0.0 -4.9 -0.282
S -1.17888 5.02157 -1.68222 -0.5 -0.7 1.0 0.917
O -1.41383 4.29667 -0.34655 0.1 1.2 -2.2 -0.589
C 0.19062 6.19279 -1.54213 -0.5 0.3 -1.1 -0.242
H 0.41601 3.34506 -2.52003 3.8 -2.0 2.0 -0.021
H -0.20297 4.26729 -3.79805 0.2 0.7 1.1 0.080
H -1.14903 3.08861 -3.20296 0.9 1.2 1.7 0.103
H 0.96828 5.86028 -0.95686 1.5 -1.4 1.4 -0.037
H -0.15324 7.04771 -1.00947 -0.6 0.9 0.0 0.048
H 0.68793 6.43724 -2.49810 -0.9 0.0 0.1 0.083
C -1.81091 -2.00662 3.33090 -0.5 3.9 0.2 -0.187
S -1.64676 -0.75213 4.75056 -1.6 -1.5 -1.5 0.843
O -3.03304 -0.71435 5.31265 0.1 0.8 0.0 -0.563
C -0.84103 -1.86472 5.85649 0.6 2.5 2.8 -0.290
H -0.90929 -2.43888 3.33265 3.7 -1.8 -0.3 -0.027
H -1.96152 -1.51937 2.36441 -0.5 0.0 0.3 0.015
H -2.49364 -2.70669 3.64698 -2.1 -1.3 0.6 0.029
H -0.07464 -2.47175 5.49508 1.7 -0.4 -0.8 0.020
H -1.51065 -2.51374 6.36654 -1.2 -0.4 0.1 0.043
H -0.48518 -1.10841 6.68218 -0.2 -1.7 -1.4 0.096
C -0.73339 -7.11527 -0.79144 1.9 -4.6 -1.6 -0.285
S 0.35776 -6.37756 -1.93529 -1.5 1.2 -3.1 0.878
O -0.59031 -5.63156 -2.91490 1.3 -1.1 0.8 -0.600
C 0.98263 -5.01429 -0.94605 0.0 -1.9 0.4 -0.260
H -1.32614 -6.49426 -0.29532 -1.9 2.5 2.2 -0.048
H -0.02812 -7.65233 -0.15141 -0.4 -0.1 0.5 0.064
H -1.38567 -7.89876 -1.29296 1.0 1.0 0.3 0.106
H 0.16407 -4.32367 -1.22047 1.1 0.2 1.0 0.007
H 1.96772 -4.79386 -1.34379 -0.1 0.5 0.0 0.050
H 1.09097 -5.52798 0.05726 -0.3 1.5 -0.6 0.088
C -2.11100 -4.26083 -0.57577 -3.2 -3.0 3.1 -0.253
S -3.38070 -3.04548 -0.13477 1.6 1.3 -0.7 0.925
O -2.61197 -1.73692 -0.15374 0.0 -0.7 1.4 -0.589
C -4.17493 -2.85777 -1.68811 -0.1 0.6 -1.9 -0.269
H -1.26666 -4.21721 0.04883 0.7 0.6 1.3 0.030
H -1.80506 -4.30422 -1.51980 1.1 0.8 -4.3 -0.037
H -2.46424 -5.38311 -0.48911 -0.3 2.6 0.3 0.098
H -3.55391 -2.22067 -2.51547 -1.4 -1.8 2.3 0.133
H -5.16806 -2.44921 -1.52360 0.1 0.8 0.2 0.049
H -4.47033 -3.84245 -1.95969 0.2 -1.1 -1.1 0.035
C 0.38843 4.16115 1.51449 5.1 0.4 -2.8 -0.239
S 1.54635 3.10663 2.50917 0.8 1.4 -1.1 0.903
O 2.89435 3.15295 1.73186 -2.3 0.3 1.4 -0.539
C 1.74634 4.21471 3.95595 2.8 -1.0 -0.3 -0.247
H 1.13017 5.03240 1.03590 -2.1 -1.7 1.9 0.112
H -0.52732 4.43883 1.91521 -1.4 0.7 1.1 0.021
H 0.20903 3.64161 0.55889 0.1 -0.3 1.0 -0.002
H 2.30742 5.11035 3.74828 0.4 0.3 -0.9 0.047
H 2.42947 3.62132 4.58783 -0.2 0.1 -0.1 0.051
H 0.99320 4.56162 4.58537 -2.2 -0.1 0.5 0.027
C 0.55026 -2.91794 -5.55944 0.1 -4.5 0.0 -0.243
S 0.85652 -2.98948 -3.76716 2.5 0.9 -1.1 0.855
O 1.99700 -1.96365 -3.54412 -2.1 -1.4 -0.3 -0.551
C -0.62378 -2.26339 -3.33245 -2.2 5.4 -0.5 -0.325
H -0.33894 -3.48139 -5.97426 0.7 -0.6 1.4 0.083
H 1.43263 -3.51183 -5.93697 -0.7 1.6 -0.3 0.074
H 0.16641 -2.04628 -5.94762 0.8 3.0 -0.6 0.014
H -0.68247 -1.78945 -2.33287 0.7 -0.2 -0.4 0.051
H -1.49753 -2.81777 -3.33763 -1.2 -2.2 -0.3 0.004
H -0.96964 -1.37145 -4.10902 1.3 -1.9 1.9 0.140
C 3.75710 -1.77353 -0.99253 1.1 -0.1 0.6 -0.270
S 4.76191 -0.31977 -1.29102 3.2 -0.5 -0.6 0.856
O 6.13421 -0.82980 -1.76705 -1.7 0.7 0.5 -0.582
C 3.85462 0.31671 -2.66558 1.7 0.9 -3.3 -0.303
H 4.35697 -2.71271 -0.99154 -0.3 0.9 0.1 0.096
H 2.94729 -1.78331 -1.67462 -0.5 -0.5 -1.0 -0.012
H 3.31621 -1.49413 -0.04229 1.7 -1.2 0.4 -0.004
H 2.93811 0.61114 -2.23636 -1.4 0.4 0.2 -0.005
H 3.74079 -0.41807 -3.52760 0.0 0.7 1.4 0.066
H 4.34793 1.28145 -3.15549 -0.8 -2.0 1.5 0.103
```
Positions in Å, forces in eV/Å.